{
  "formula": "C10H18N3O",
  "method": "ωB97M-V with the def2-TZVPD basis set",
  "symbols": ["O", "N", "N", "N", "C", "C", "C", "C", "C", "C", "C", "C", "C", "C", "H", "H", "H", "H", "H", "H", "H", "H", "H", "H", "H", "H", "H", "H", "H", "H", "H", "H"],
  "coordinates": [[-0.2448, 4.5321, 1.2790], [-2.5353, -1.7305, -3.3038], [-0.3381, -1.5169, -2.4009], [-1.0130, -0.3917, -4.3302], [-0.3695, 2.1649, 1.0763], [1.5475, -0.5331, 2.9306], [0.1647, 3.3419, 1.7165], [0.9725, 0.7985, 2.5828], [-0.3476, -2.6186, -1.4375], [1.2657, 3.2640, 2.5442], [0.0451, 0.9366, 1.5289], [0.4278, -2.2384, -0.2166], [1.6281, 1.9453, 2.9905], [-1.3191, -1.1311, -3.1808], [2.1701, -0.5485, 3.8473], [-3.1204, -1.7290, -4.1163], [-0.0695, -3.6067, -1.8323], [0.7285, -1.2967, 3.1395], [1.9612, 4.0037, 2.9126], [0.5494, -0.9904, -2.3884], [-0.7879, 5.1560, 1.7590], [-1.0193, 2.2080, 0.2151], [2.1115, -1.1288, 2.1864], [0.0232, -2.6921, 0.7366], [1.5474, -2.4201, -0.2142], [-1.8700, -0.0570, -4.7770], [-2.9835, -2.2392, -2.5530], [2.5377, 1.8945, 3.5717], [-0.3508, 0.0995, 0.9671], [-1.4140, -2.7607, -1.1627], [-0.4342, 0.4492, -4.0857], [0.5367, -1.1647, 0.0152]],
  "lowdin_charge": [0.0425, 0.1980, 0.0942, 0.1540, -0.0044, -0.0791, -0.3378, -0.2843, -0.2025, 0.0162, -0.0765, -0.1011, -0.0329, -0.3733, 0.0855, 0.1282, 0.1389, 0.0926, 0.1166, 0.1851, 0.1200, 0.1048, 0.0713, 0.1108, 0.1066, 0.1160, 0.1229, 0.1104, 0.0741, 0.1189, 0.1446, 0.0400],
  "homo_energy_ev": -10.75,
  "charge": 1,
  "total_energy_ha": -631.08061,
  "relative_energy_kj_mol": 240.8,
  "e_lumo_ev": -3.33
}


{
  "formula": "C30H23N4O6S2SeW",
  "method": "ωB97M-V with the def2-TZVPD basis set",
  "symbols": ["W", "Se", "S", "S", "O", "O", "O", "O", "O", "O", "N", "N", "N", "N", "C", "C", "C", "C", "C", "C", "C", "C", "C", "C", "C", "C", "C", "C", "C", "C", "C", "C", "C", "C", "C", "C", "C", "C", "C", "C", "C", "C", "C", "C", "H", "H", "H", "H", "H", "H", "H", "H", "H", "H", "H", "H", "H", "H", "H", "H", "H", "H", "H", "H", "H", "H", "H"],
  "coordinates": [[-0.4361, -0.3118, 0.0373], [-2.7767, -0.2852, 0.3530], [0.6142, -2.2829, -1.6452], [1.4465, -2.4110, 1.6589], [0.7631, -2.4497, -3.0492], [2.5306, -1.6072, 1.2096], [0.0713, -1.7264, 1.2530], [-0.7968, -2.1461, -1.1604], [1.2243, -1.0083, -1.0930], [1.3634, -2.7929, 3.0240], [1.4443, 0.9275, 2.6223], [-0.4730, 1.3571, 1.3060], [0.3813, 1.5096, 0.2429], [-0.8055, 0.3955, -1.9487], [1.2322, -3.7181, -0.8073], [1.3565, -4.8444, -1.6012], [-0.8883, 0.5273, -3.0837], [1.2492, 0.1845, 4.8847], [-1.1099, 2.0412, -4.9636], [-4.8997, 3.1885, -0.6079], [0.9409, 2.8439, -1.6708], [-0.7165, 0.4926, 3.5631], [-0.1309, 0.1294, 4.7625], [-3.7898, 1.1369, -0.8784], [1.3887, -3.8228, 0.5871], [-4.2757, 2.3825, -2.7933], [1.7440, -6.1850, 0.3558], [-1.0625, 4.6711, -1.0808], [-0.2352, 4.8787, -2.1755], [-4.8441, 3.3556, -1.9846], [0.1280, 0.8917, 2.5355], [-0.8931, 3.5604, -0.2656], [0.7690, 3.9621, -2.4686], [-0.9801, -0.3700, -5.3424], [-1.0772, -0.1477, -6.7038], [-4.3584, 2.0502, -0.0146], [0.1079, 2.6501, -0.5732], [1.6358, -5.0529, 1.1595], [-1.1863, 1.1489, -7.1912], [-3.7323, 1.2224, -2.2411], [-0.9952, 0.7327, -4.4860], [1.6206, -6.0786, -1.0148], [1.9929, 0.5856, 3.7864], [-1.2069, 2.2392, -6.3281], [-0.7463, -0.1882, 5.5935], [-5.3668, 3.9400, 0.0154], [1.7274, 2.1257, -1.8686], [-4.3996, 1.9040, 1.0531], [3.0746, 0.6273, 3.8299], [1.7413, -0.0801, 5.8094], [-1.8426, 5.3845, -0.8489], [-1.2520, 1.3129, -8.2586], [-0.8791, -1.3687, -4.9392], [1.4294, 4.1279, -3.3101], [-1.0655, -0.9859, -7.3863], [1.7552, -5.1151, 2.2326], [-1.1279, 2.8709, -4.2686], [-3.3399, 0.4389, -2.8674], [1.2415, -4.7555, -2.6717], [-4.2651, 2.5026, -3.8692], [-1.7890, 0.4846, 3.4211], [-1.5246, 3.3982, 0.5958], [1.7115, -6.9552, -1.6409], [-5.2654, 4.2445, -2.4342], [-0.3559, 5.7646, -2.7852], [1.9302, -7.1473, 0.8124], [-1.2987, 3.2422, -6.7213]],
  "lowdin_charge": [1.4972, 0.8120, 0.5893, 0.5840, -0.2295, -0.2374, -0.4793, -0.4481, -0.4056, -0.2233, 0.1267, -0.1697, -0.1223, 0.0843, -0.2205, -0.0294, -0.0434, -0.0483, -0.0086, -0.0618, -0.0414, -0.0286, -0.0475, -0.3961, -0.2238, -0.0606, -0.0251, -0.0664, -0.0851, -0.0671, -0.4005, -0.0215, -0.0860, 0.0036, -0.0425, -0.1465, -0.2871, -0.0216, -0.0390, -0.1146, -0.1935, -0.0303, -0.1159, -0.0450, 0.1159, 0.1152, 0.1234, 0.0964, 0.1193, 0.1113, 0.1094, 0.1177, 0.1184, 0.1119, 0.1180, 0.1249, 0.1111, 0.1026, 0.1204, 0.1119, 0.1015, 0.1065, 0.1208, 0.1128, 0.1077, 0.1219, 0.1168],
  "homo_energy_ev": [-11.15, -11.15],
  "charge": 1,
  "total_energy_ha": -5092.11439,
  "relative_energy_kj_mol": 178.0,
  "e_lumo_ev": [-5.32, -5.32]
}


{
  "formula": "C3H8N2O",
  "method": "ωB97M-V with the def2-TZVPD basis set",
  "symbols": ["O", "N", "N", "C", "C", "C", "H", "H", "H", "H", "H", "H", "H", "H"],
  "coordinates": [[-1.4392, 1.3987, -0.0212], [-0.6071, 0.6456, 1.9316], [0.7092, -0.9106, -0.5397], [1.1272, 0.2563, -1.2614], [-0.9356, 0.5135, 0.6250], [-0.6357, -0.8607, 0.0382], [1.1213, 1.1816, -0.6916], [-1.3791, -1.0997, -0.7281], [2.1819, 0.1394, -1.5330], [-0.7521, 1.5459, 2.3572], [0.7693, -1.6645, -1.2065], [0.5693, 0.4116, -2.1948], [0.0536, 0.0499, 2.3987], [-0.7828, -1.6069, 0.8257]],
  "lowdin_charge": [0.0575, 0.1668, -0.1207, -0.1546, -0.5722, -0.1575, 0.0759, 0.1189, 0.0790, 0.1078, 0.0992, 0.0860, 0.1046, 0.1094],
  "homo_energy_ev": -8.95,
  "total_energy_ha": -303.85832,
  "relative_energy_kj_mol": 88.8,
  "e_lumo_ev": 0.95
}


{
  "formula": "C3H3FN4O2",
  "method": "ωB97M-V with the def2-TZVPD basis set",
  "symbols": ["F", "O", "O", "N", "N", "N", "N", "C", "C", "C", "H", "H", "H"],
  "coordinates": [[4.0132, -0.4461, -1.9722], [-1.2373, 2.3168, 1.4347], [-2.1851, 2.0195, -0.5286], [-1.2998, 1.8592, 0.3043], [0.9757, -0.9364, -0.3029], [-0.1240, -0.1342, -0.0055], [1.9772, -0.5770, -0.8758], [-0.9679, -1.0028, 0.7481], [-0.1480, 1.1717, -0.1034], [2.7986, -0.6758, -1.7551], [-0.8040, -1.9620, 0.6112], [-2.0900, -0.7293, 0.6335], [-0.9086, -0.9037, 1.8118]],
  "lowdin_charge": [0.1704, 0.0699, 0.0673, -0.4745, 0.0388, -0.1283, 0.0631, -0.0311, 0.0718, -0.1092, 0.0295, 0.1397, 0.0925],
  "homo_energy_ev": [-9.40, -9.40],
  "total_energy_ha": -585.11786,
  "relative_energy_kj_mol": 225.1,
  "e_lumo_ev": [-1.06, -1.06]
}


{
  "formula": "CH6Na7O7",
  "method": "ωB97M-V with the def2-TZVPD basis set",
  "symbols": ["Na", "Na", "Na", "Na", "Na", "Na", "Na", "O", "O", "O", "O", "O", "O", "O", "C", "H", "H", "H", "H", "H", "H"],
  "coordinates": [[0.6529, -2.8535, -2.2134], [0.0022, 2.4146, -0.7593], [2.6081, 0.0640, -1.5111], [0.1898, -3.7832, 0.6900], [-2.5930, -3.1123, -1.6478], [-3.0705, -1.1378, 1.4249], [0.4855, 0.4004, -3.6043], [2.3606, 1.7187, 0.3425], [0.1715, -0.5469, -1.2570], [-1.0274, 0.1301, 0.4064], [-1.6937, 2.3998, 1.6792], [1.8819, 2.1496, -2.4148], [0.4847, -0.5359, 2.5715], [-1.0684, -1.9237, -0.1436], [-0.6494, -0.7839, -0.3592], [2.0848, 1.7279, -1.5571], [-0.0875, -0.2693, 1.8519], [1.4757, 1.3486, 0.5279], [-0.7886, 2.5340, 1.9603], [-1.7002, 1.5197, 1.3030], [0.2811, -1.4609, 2.7099]],
  "lowdin_charge": [0.5745, 0.6170, 0.5624, 0.6799, 0.6820, 0.8049, 0.6747, -0.4176, -0.0971, -0.0820, -0.0289, -0.4323, -0.0058, -0.1910, -0.9962, -0.1956, -0.0317, -0.1462, 0.0520, -0.0350, 0.0121],
  "homo_energy_ev": [-12.24, -12.23],
  "charge": 2,
  "total_energy_ha": -1704.06806,
  "multiplicity": 2,
  "e_lumo_ev": [-7.72, -8.21]
}


{
  "formula": "C3H6N2O",
  "method": "ωB97M-V with the def2-TZVPD basis set",
  "symbols": ["O", "N", "N", "C", "C", "C", "H", "H", "H", "H", "H", "H"],
  "coordinates": [[-2.1888, 1.6188, 0.9798], [1.7781, -0.0670, 0.4120], [0.5332, -0.2716, 0.9667], [-1.3683, 0.7738, 0.8183], [-0.5224, 0.0214, 0.0742], [-0.6550, -0.6150, -1.2685], [0.0322, -0.1594, -1.9849], [-0.4331, -1.6827, -1.2209], [2.5140, -0.4436, 0.9925], [0.0011, 0.4384, 1.8109], [-1.6716, -0.4776, -1.6350], [1.9806, 0.8644, 0.0550]],
  "lowdin_charge": [0.1141, 0.0069, -0.1325, -0.1871, -0.3508, -0.0462, 0.0746, 0.0786, 0.0845, 0.1814, 0.0813, 0.0953],
  "homo_energy_ev": -7.70,
  "total_energy_ha": -302.52062,
  "relative_energy_kj_mol": 452.8,
  "e_lumo_ev": 0.08
}


{
  "formula": "CH6O12V3",
  "method": "ωB97M-V with the def2-TZVPD basis set",
  "symbols": ["V", "V", "V", "O", "O", "O", "O", "O", "O", "O", "O", "O", "O", "O", "O", "C", "H", "H", "H", "H", "H", "H"],
  "coordinates": [[2.5949, -0.1116, 0.8986], [-1.3082, 2.1863, -0.5472], [-1.0829, -2.4357, 0.5221], [2.2617, 3.2699, -0.7532], [-1.0888, -0.0947, -0.2852], [0.6775, 1.1030, 0.1098], [0.6156, -0.9894, 0.7697], [-0.2785, -3.7654, 0.8802], [-1.4761, -1.9898, 2.6865], [3.6788, 0.8617, 0.1919], [-0.8299, 2.2943, -2.0387], [3.3911, -1.1073, 1.8383], [-2.9257, 2.2889, -0.4569], [-2.6067, -2.7136, 0.3663], [-1.1609, -0.8236, -3.4015], [0.0811, 0.0003, 0.1889], [2.0501, 2.3435, -0.5741], [2.9786, 3.4875, -0.1465], [-2.0804, -1.9635, 3.4409], [-1.3781, -0.1147, -4.0189], [-0.8326, -1.2872, 2.8588], [-1.2806, -0.4388, -2.5298]],
  "lowdin_charge": [1.1595, 1.1450, 1.0277, -0.0571, -0.0343, -0.0706, -0.1004, -0.2425, -0.0170, -0.2330, -0.1952, -0.2045, -0.2558, -0.2243, -0.0426, -0.8911, -0.0399, 0.0448, 0.1216, 0.0514, 0.0794, -0.0212],
  "homo_energy_ev": -14.43,
  "charge": 1,
  "total_energy_ha": -3776.33161,
  "relative_energy_kj_mol": 209.1,
  "e_lumo_ev": -6.81
}


{
  "formula": "C4H9O2",
  "method": "ωB97M-V with the def2-TZVPD basis set",
  "symbols": ["O", "O", "C", "C", "C", "C", "H", "H", "H", "H", "H", "H", "H", "H", "H"],
  "coordinates": [[0.5618, -1.0837, -2.7092], [-0.8073, -1.9810, -1.1581], [1.1596, 0.8129, 1.7444], [-0.3227, -1.0392, -1.8310], [0.2194, -0.3389, 1.4283], [-1.0432, 0.3474, -1.6938], [0.5498, -1.2059, 0.8601], [-1.8828, 0.3080, -2.3929], [2.0065, 0.7890, 1.0693], [0.6286, 1.7571, 1.8286], [-0.3146, 1.0884, -2.0174], [1.5600, 0.7156, 2.7642], [-0.4721, -0.7397, 2.1716], [-1.4040, 0.5623, -0.6946], [-0.4390, 0.0077, 0.6306]],
  "lowdin_charge": [-0.1062, -0.1145, -0.1644, -0.8086, -0.1757, -0.0626, 0.0606, 0.0566, 0.0617, 0.0529, 0.0514, 0.0463, 0.0653, 0.0269, 0.0102],
  "homo_energy_ev": -3.89,
  "charge": -1,
  "total_energy_ha": -308.32308,
  "relative_energy_kj_mol": 57.3,
  "e_lumo_ev": 3.94
}